# 1
81
Properties=species:S:1:pos:R:3:mulliken_charge:R:1 method="wB97M-V/def2-TZVPD" homo_lumo_gap_ev="4.943 / 5.187" fmax_ha_per_bohr=0.0142 lumo_ev="4.46 / 4.46" energy_ha=-4287.851136 s2=6.027 total_charge=-2 homo_ev="-0.48 / -0.73" spin_multiplicity=5
Fe 0.781 -0.690 -0.335 0.37
Cl -2.468 -1.891 -2.417 -0.26
Cl 2.401 -4.388 -1.911 -0.27
P -0.241 1.223 -1.313 1.53
O 2.492 0.443 -1.041 -0.48
O 3.462 2.170 -2.085 -0.84
N 0.474 -2.159 -1.403 -0.78
N 0.642 0.088 1.801 2.90
N -0.806 -2.258 1.576 0.94
N 3.383 -0.101 2.025 0.91
C -0.404 -0.107 2.651 0.14
C 4.726 -0.223 1.510 -1.32
C 0.803 2.541 1.901 -0.25
C -1.557 2.232 -0.543 0.19
C -0.322 0.035 -5.188 -0.62
C -2.678 -0.546 4.319 -0.99
C 0.433 -2.946 1.937 -1.26
C 2.957 3.603 1.950 -1.00
C -1.292 -3.120 -2.842 0.85
C -1.628 3.622 -0.598 -0.23
C -2.252 1.438 -4.916 -0.68
C 1.575 3.694 1.925 -1.17
C -0.764 1.071 -3.057 0.38
C -1.205 -1.292 2.530 -0.65
C 1.167 2.384 -1.510 -0.83
C 0.027 0.254 -3.866 -0.56
C -1.905 1.659 -3.590 -0.31
C -2.590 4.307 0.132 -0.68
C -1.464 0.624 -5.716 -0.49
C -2.459 1.543 0.269 -0.58
C -2.324 -1.464 3.326 0.10
C -3.423 2.225 0.998 -0.36
C -1.690 -4.068 -3.756 -0.54
C 3.552 2.346 1.972 0.13
C 0.028 -3.056 -2.211 -0.59
C 0.810 -4.217 -2.633 0.26
C 2.790 1.185 1.954 -0.39
C -3.489 3.610 0.929 -0.53
C 1.379 1.264 1.899 -1.21
C 2.497 1.599 -1.572 0.07
C 3.218 -0.729 3.317 -1.14
C -1.813 -3.228 1.211 -1.48
C -0.844 -5.107 -4.141 -0.41
C 0.417 -5.164 -3.544 -0.48
C -0.728 0.741 3.736 -1.02
C -1.843 0.533 4.537 -0.86
H -3.152 1.890 -5.320 0.37
H -2.730 -2.726 0.910 0.37
H -0.922 4.172 -1.208 0.37
H 3.489 -1.786 3.251 0.36
H -4.100 1.676 1.641 0.41
H -1.443 -3.804 0.367 0.33
H 2.177 -0.659 3.632 0.21
H -2.628 5.390 0.090 0.38
H 0.279 -3.597 2.815 0.32
H 4.789 0.279 0.546 0.37
H -2.370 0.465 0.356 0.27
H -2.937 -2.346 3.192 0.39
H 0.282 -0.623 -5.800 0.37
H 0.891 -0.243 -3.437 0.35
H -2.689 -3.995 -4.172 0.34
H 1.071 3.033 -2.380 0.60
H 4.944 -1.282 1.357 0.30
H -3.572 -0.699 4.913 0.35
H 0.756 -3.548 1.086 0.36
H 4.632 2.272 1.990 0.32
H 3.571 4.495 1.945 0.33
H 3.852 -0.260 4.093 0.29
H 1.092 4.665 1.901 0.35
H -2.058 1.237 5.334 0.36
H -1.749 0.435 -6.745 0.35
H -0.276 2.614 1.834 0.76
H 5.492 0.181 2.198 0.36
H -4.231 4.149 1.508 0.35
H -1.158 -5.845 -4.867 0.32
H 1.234 3.002 -0.611 0.30
H -2.534 2.279 -2.962 0.28
H -0.099 1.599 3.927 0.42
H 1.208 -2.216 2.159 0.18
H 1.105 -5.964 -3.796 0.35
H -2.042 -3.926 2.037 0.35

# 2
53
Properties=species:S:1:pos:R:3:mulliken_charge:R:1 method="wB97M-V/def2-TZVPD" homo_lumo_gap_ev="4.476 / 4.457" fmax_ha_per_bohr=0.0292 lumo_ev="4.37 / 4.37" energy_ha=-3780.163197 total_charge=-2 homo_ev="-0.11 / -0.09"
Sb -2.119 -2.106 -0.826 1.16
Ti -0.035 0.255 -0.127 -1.60
S -3.028 -2.317 -2.903 -0.72
S -1.040 0.712 -3.211 -0.37
S -3.652 -1.581 0.879 -0.74
S -0.820 -3.984 -0.254 -0.75
F 2.045 2.666 -0.493 -0.35
F 2.466 1.345 1.220 -0.36
N -1.650 1.221 -0.578 0.34
N -0.402 2.516 1.401 0.01
N -1.003 -0.212 1.974 0.48
N 1.115 -1.301 0.665 1.03
N 0.605 -0.800 -1.799 0.54
C -0.282 2.036 2.763 -1.03
C 0.193 -0.508 -3.068 0.29
C -0.402 -1.463 2.478 -0.95
C 2.035 -2.540 -2.649 -1.23
C 1.726 -2.096 -0.178 0.88
C 1.945 1.314 -0.117 0.19
C -2.522 2.085 0.140 -1.04
C -1.192 0.837 2.977 -0.83
C -0.500 3.045 -1.892 -1.67
C 1.488 -1.817 -1.575 0.70
C 1.623 -2.239 -3.923 -0.51
C 0.688 -1.216 -4.140 -0.76
C -1.705 3.070 1.034 -0.98
C 2.538 -3.280 0.258 -2.16
C 1.064 -1.541 2.092 -0.64
C -0.784 1.582 -1.597 1.40
H -1.020 0.438 3.983 0.40
H -2.279 3.321 1.937 0.43
H 0.256 3.139 -2.670 0.44
H -3.183 1.461 0.748 0.29
H 0.335 -0.979 -5.135 0.38
H 1.641 -0.759 2.603 0.13
H -1.403 3.571 -2.237 0.25
H 1.479 -2.513 2.371 0.54
H 0.759 1.748 2.921 0.32
H -1.947 -0.492 1.627 -0.48
H -0.118 3.568 -1.016 0.29
H -0.527 -1.552 3.565 0.38
H -0.930 -2.291 1.999 0.28
H 2.727 -3.349 -2.473 0.22
H 3.230 -3.008 1.059 0.41
H 0.366 3.119 1.144 0.31
H -3.165 2.673 -0.530 0.45
H -1.545 4.003 0.493 0.45
H 1.851 -4.052 0.617 0.31
H -2.239 1.155 2.941 0.34
H 3.115 -3.699 -0.561 0.45
H -0.544 2.806 3.511 0.46
H 2.009 -2.802 -4.764 0.38
H 2.739 0.812 -0.690 0.28

# 3
20
Properties=species:S:1:pos:R:3:mulliken_charge:R:1 method="wB97M-V/def2-TZVPD" homo_lumo_gap_ev="6.691 / 9.367" fmax_ha_per_bohr=0.0798 lumo_ev="0.92 / -1.31" energy_ha=-460.743483 s2=3.762 homo_ev="-5.77 / -10.68" spin_multiplicity=4
O 6.040 -1.362 -0.027 -0.07
O 4.791 -1.281 0.038 0.02
O 1.811 -0.665 -0.510 -0.49
C 0.249 0.255 1.137 -0.58
C 0.707 -0.004 -0.233 0.27
C -0.148 0.340 -1.390 -0.59
C -1.660 0.045 -1.153 -0.64
C -1.275 -0.021 1.330 -0.69
C -2.120 0.549 0.202 -0.58
H -2.266 0.485 -1.959 0.29
H 0.430 1.331 1.350 0.27
H -3.164 0.278 0.368 0.30
H 0.190 -0.174 -2.309 0.30
H -1.582 0.385 2.301 0.30
H -2.063 1.641 0.222 0.31
H 2.533 -0.753 0.168 0.32
H -1.825 -1.040 -1.221 0.32
H -1.416 -1.109 1.399 0.32
H 0.844 -0.334 1.855 0.36
H -0.074 1.435 -1.568 0.25

# 4
7
Properties=species:S:1:pos:R:3:mulliken_charge:R:1 method="wB97M-V/def2-TZVPD" homo_lumo_gap_ev=10.124 fmax_ha_per_bohr=0.0789 lumo_ev=-0.87 energy_ha=-595.696151 homo_ev=-11.00
Si -0.635 0.179 -0.310 0.50
F -0.935 -0.604 -1.704 -0.25
O -1.583 -1.775 0.946 -0.50
O -2.582 0.114 1.459 -0.54
N -1.819 -0.599 0.817 0.83
H -1.043 1.509 -0.655 -0.03
H 0.900 -0.737 0.504 0.01

# 5
6
Properties=species:S:1:pos:R:3:mulliken_charge:R:1 method="wB97M-V/def2-TZVPD" homo_lumo_gap_ev="7.675 / 7.757" fmax_ha_per_bohr=0.0359 lumo_ev="-13.73 / -13.69" energy_ha=-440.827400 total_charge=+2 homo_ev="-21.40 / -21.45"
Bi 0.215 0.946 1.482 1.71
O 2.124 0.010 0.534 0.00
O 2.362 -1.061 1.022 0.22
C -1.188 0.475 0.012 -0.76
C -1.547 0.019 -1.072 0.39
H -1.966 -0.388 -1.978 0.44

# 6
17
Properties=species:S:1:pos:R:3:mulliken_charge:R:1 method="wB97M-V/def2-TZVPD" homo_lumo_gap_ev="6.852 / 6.852" fmax_ha_per_bohr=0.0945 lumo_ev="-4.12 / -4.12" energy_ha=-268.099524 total_charge=+1 homo_ev="-10.97 / -10.97"
N -1.520 1.461 -0.905 -0.53
N 0.098 -1.105 2.589 -0.26
C 0.254 -1.488 1.490 0.55
C -0.284 1.029 -0.044 -0.26
C 0.646 -2.434 0.502 -0.75
C 0.875 1.116 -1.038 -1.31
H -1.998 0.527 -1.014 0.34
H 1.490 -2.827 1.014 0.32
H -0.034 -3.319 0.337 0.34
H 0.925 2.038 -1.584 0.45
H 0.821 0.389 -1.803 0.37
H 1.934 1.141 -0.647 0.30
H -1.414 1.795 -1.844 0.32
H -0.202 1.812 0.773 0.15
H -2.382 1.972 -0.457 0.37
H 0.908 -1.940 -0.460 0.21
H -0.116 -0.167 3.089 0.39